No. 1
C7H12NO2P | wB97M-V/def2-TZVPD

Energy relative to the best compared isomer or geometry (same formula, charge and spin)   0.0 kcal per mole
Frontier orbital gap   10.0 eV
E_HOMO   -9.2 eV
SMILES string   CC(C)[C@@H]1C(=O)NC(=O)P1C
Net charge   0
Largest force on an atom   5.00 eV/A
E   -820.50199 hartree

Bonds (Å) are listed after each position.
Positions of all 23 atoms, in Å:
1 C -0.18031 0.70774 -1.20662  C3 1.677, N8 1.335, O9 1.175
2 C -1.92987 0.62602 0.31439  N8 1.369, O10 1.155, P11 1.874
3 C 0.23689 -0.65862 -0.32865  C1 1.677, C7 1.524, P11 1.869, H12 1.128
4 C 2.65110 0.14822 -0.00453  C7 1.539, H13 1.129, H14 1.108, H15 1.089
5 C 0.89824 0.65972 1.74291  C7 1.555, H16 1.118, H17 1.149, H18 1.085
6 C -2.43609 -1.62364 -0.94973  P11 1.866, H19 1.173, H20 1.074, H21 1.054
7 C 1.35737 -0.35688 0.65900  C3 1.524, C4 1.539, C5 1.555, H22 1.195
8 N -1.24082 1.30336 -0.65541  C1 1.335, C2 1.369, H23 1.021
9 O 0.48542 1.11778 -2.08342  C1 1.175
10 O -2.82842 0.99156 0.94174  C2 1.155
11 P -1.36311 -1.15044 0.50212  C2 1.874, C3 1.869, C6 1.866
12 H 0.52215 -1.42107 -1.10971  C3 1.128
13 H 2.60835 1.12611 -0.56771  C4 1.129
14 H 3.21496 -0.57337 -0.62854  C4 1.108
15 H 3.28144 0.49138 0.81426  C4 1.089
16 H 0.55822 1.58450 1.21391  C5 1.118
17 H 1.79556 0.72988 2.45769  C5 1.149
18 H 0.10162 0.32159 2.39686  C5 1.085
19 H -1.93363 -1.01109 -1.81415  C6 1.173
20 H -3.45250 -1.33604 -0.75289  C6 1.074
21 H -2.33349 -2.60576 -1.31896  C6 1.054
22 H 1.48672 -1.29609 1.38631  C7 1.195
23 H -1.49980 2.22514 -1.00888  N8 1.021

---

No. 2
C7H12NOS | wB97M-V/def2-TZVPD

Energy relative to the best compared isomer or geometry (same formula, charge and spin)   121.7 kcal per mole
Frontier orbital gap (spin up / spin down)   7.0 / 4.0 eV
E_HOMO (spin up / spin down)   -11.9 / -9.5 eV
Net charge   +1
Largest force on an atom   4.04 eV/A
E   -801.65789 hartree

Bonds (Å) are listed after each position.
Positions of all 22 atoms, in Å:
1 C -2.75944 -0.74174 0.00194  C2 1.483, C3 1.324, H11 1.096
2 C -3.47663 0.35381 0.69731  C1 1.483, S10 1.859, H12 1.053, H20 1.005
3 C -1.49466 -0.54595 -0.33629  C1 1.324, C4 1.488, C5 1.525
4 C -1.18650 0.90862 -0.28017  C3 1.488, S10 1.736, H18 1.061
5 C -0.44815 -1.54223 -0.82548  C3 1.525, H13 1.087, H14 1.092, H15 1.102
6 C 2.56811 -0.61694 1.50631  O9 1.309, H16 1.013, H17 1.100
7 C 2.70588 0.95641 -0.08158  N8 1.333, O9 1.259, H19 1.069
8 N 2.44669 1.42887 -1.30094  C7 1.333, H21 1.032, H22 1.059
9 O 2.27655 -0.15892 0.31532  C6 1.309, C7 1.259
10 S -2.42856 1.87083 0.45752  C2 1.859, C4 1.736
11 H -3.13551 -1.77036 -0.05107  C1 1.096
12 H -3.48761 0.23110 1.74307  C2 1.053
13 H 0.53116 -1.24984 -0.45502  C5 1.087
14 H -0.67150 -2.57302 -0.54247  C5 1.092
15 H -0.07746 -1.37822 -1.84981  C5 1.102
16 H 2.67070 -1.61705 1.63186  C6 1.013
17 H 3.19265 0.05461 2.11449  C6 1.100
18 H -0.14368 1.09030 -0.34765  C4 1.061
19 H 3.20306 1.57121 0.63852  C7 1.069
20 H -4.38466 0.37377 0.26633  C2 1.005
21 H 1.69121 0.89558 -1.75962  N8 1.032
22 H 2.40836 2.45916 -1.54256  N8 1.059